(1)
# C28H33F12NO4

A 3-piece molecular cluster, C28H33F12NO4 overall at a distorted geometry (ωB97M-V/def2-TZVPD, OMol25).

The HOMO energy comes out at -9.2 eV. As for the gap between HOMO and LUMO: 8.256 eV.

CARTESIAN COORDINATES (ANGSTROEM)
F1 -3.4509 -0.2419 0.8554
F2 -1.7428 -0.8512 -2.8046
F3 -3.4403 1.3303 -1.0579
F4 -1.4435 1.3462 -0.2473
F5 1.0160 4.6356 0.1465
F6 2.7993 4.5364 1.3931
F7 -3.4596 -1.4841 -0.9055
F8 -2.4942 1.1149 -3.2826
F9 -1.1876 -0.7564 1.6137
F10 4.3212 5.1974 -0.7882
F11 -0.5173 0.8903 -2.4946
F12 -1.9679 -2.6573 0.9043
O1 1.8891 -1.5459 -2.2532
O2 -6.4836 1.2286 5.3753
O3 -5.5069 -4.7647 -0.8433
O4 5.6480 -2.0496 0.7604
N1 6.6507 0.6532 0.5771
C1 2.3296 4.5871 0.1606
C2 -2.3059 0.6100 -0.9602
C3 5.3459 1.8942 -1.1235
C4 0.8509 -2.3479 0.4374
C5 -5.4674 1.8043 4.5548
C6 -0.2471 -1.5900 -0.3393
C7 -2.6792 -0.6762 -0.1706
C8 4.0143 3.2704 -2.7973
C9 3.3000 0.9935 -2.0318
C10 -1.7678 0.4165 -2.4302
C11 3.2945 -2.0094 0.8611
C12 -5.2586 0.9600 3.3073
C13 4.5766 -0.2464 -0.3639
C14 5.5380 0.7660 -0.3101
C15 -6.5071 -4.3676 -1.7808
C16 4.6306 -1.4880 0.4593
C17 2.7933 4.0347 -2.2523
C18 -1.5011 -1.4634 0.4827
C19 -5.9396 -3.3345 -2.7415
C20 8.8729 -0.4453 0.8197
C21 -7.7273 -3.8321 -1.0468
C22 2.2327 -1.8712 0.0684
C23 4.2403 2.0289 -1.9614
C24 7.8591 0.1852 -0.1425
C25 3.1071 4.6149 -0.9161
C26 3.4825 -0.1244 -1.2277
C27 2.4731 -1.2131 -1.2524
C28 -4.1773 1.9490 5.3480
H1 1.9448 3.3677 -2.1316
H2 3.2525 -2.5012 1.8245
H3 4.8945 3.9041 -2.7707
H4 -6.1841 0.3529 5.6412
H5 8.2935 1.0124 -0.7078
H6 -8.1199 -4.5828 -0.3608
H7 -3.8220 0.9694 5.6795
H8 -4.5061 1.4000 2.6522
H9 -6.7795 -5.2688 -2.3316
H10 2.4283 1.0507 -2.6685
H11 3.7672 2.9640 -3.8106
H12 7.5204 -0.5847 -0.8286
H13 0.1069 -0.5888 -0.5609
H14 -5.0644 -3.7324 -3.2562
H15 -5.6191 -2.4432 -2.1954
H16 9.0250 -1.4888 0.5588
H17 -4.9342 -0.0492 3.5763
H18 -6.6767 -3.0353 -3.4882
H19 0.7699 -3.4146 0.2461
H20 -3.3933 2.4155 4.7496
H21 -8.5177 -3.5490 -1.7435
H22 6.0515 2.7163 -1.0930
H23 -0.4476 -2.1536 -1.2438
H24 -6.1915 0.8641 2.7508
H25 2.5302 4.8199 -2.9661
H26 -5.8332 2.7917 4.2705
H27 8.5037 -0.4229 1.8399
H28 9.8342 0.0596 0.7551
H29 0.7209 -2.1609 1.5006
H30 -4.3429 2.5550 6.2391
H31 -7.4593 -2.9539 -0.4527
H32 6.7976 1.5837 0.9536
H33 -5.2473 -3.9841 -0.3420

Results of the Löwdin charge analysis, in e, for atoms 1 through 5: 0.13 0.19 0.15 0.17 0.15


(2)
# C28H33N5O6S

C28H33N5O6S as an isolated structure (ωB97M-V/def2-TZVPD, OMol25).

The HOMO energy comes out at -7.8 eV. Its relative energy (zero: lowest compared OMol25 entry of this formula, charge and spin) is 0.419 eV. As for the gap between HOMO and LUMO: 8.205 eV.

CARTESIAN COORDINATES (ANGSTROEM)
S1 -2.7842 2.7525 -1.2705
O1 -0.6109 2.0760 1.7346
O2 1.9127 1.8268 -1.6064
O3 3.3496 -3.4586 -1.5079
O4 -6.2700 0.8660 1.4385
O5 -5.8539 -1.8246 -1.0212
O6 0.2250 -1.0223 2.3405
N1 -6.9369 1.8819 -0.4694
N2 -3.5267 0.7605 1.9594
N3 -0.1910 0.8371 -0.1120
N4 3.3762 1.4890 0.0814
N5 -4.3736 2.5334 -1.0568
C1 2.0761 -3.5878 0.4525
C2 2.1708 1.3778 -0.5101
C3 1.1661 0.5965 0.3470
C4 -3.6116 -1.6583 -0.0689
C5 -6.0058 1.4848 0.4168
C6 4.5187 2.1178 -0.5435
C7 -0.3012 -1.7584 3.4159
C8 -3.4846 1.4930 0.8167
C9 1.5029 -0.8761 0.3779
C10 3.8622 -2.7211 -2.5912
C11 -4.6287 1.8553 0.0460
C12 5.0277 3.3159 0.2859
C13 -2.3366 1.8982 0.1554
C14 1.2894 -3.0256 1.4375
C15 2.2849 -1.4534 -0.6131
C16 -6.3626 -2.3124 0.2000
C17 5.7073 1.1409 -0.6387
C18 -0.6129 0.2687 -1.3800
C19 -2.3298 -1.1540 -0.2002
C20 -4.1636 -0.7429 -2.2174
C21 -2.8886 -0.2342 -2.3297
C22 -0.9678 1.6381 0.6499
C23 6.6474 1.5540 0.4910
C24 -1.9631 -0.3991 -1.3038
C25 6.5240 3.0746 0.4932
C26 0.9919 -1.6669 1.4147
C27 2.5834 -2.8108 -0.5854
C28 -4.5532 -1.4284 -1.0657
H1 5.3768 0.1058 -0.5538
H2 -3.8719 -2.2028 0.8241
H3 4.4177 -3.4361 -3.1958
H4 -7.9023 1.6394 -0.3276
H5 4.1724 2.4271 -1.5324
H6 -4.4475 0.6804 2.3699
H7 6.2982 1.1490 1.4424
H8 4.5403 -1.9289 -2.2566
H9 -2.6151 0.3254 -3.2124
H10 4.8285 4.2635 -0.2097
H11 -0.6200 1.0454 -2.1533
H12 -2.7327 0.8442 2.5731
H13 0.1444 -0.4676 -1.6621
H14 6.8912 3.5260 1.4132
H15 7.6690 1.2148 0.3283
H16 -1.6186 -1.3094 0.5952
H17 3.5131 1.0946 0.9987
H18 4.5114 3.3278 1.2470
H19 3.0624 -2.2813 -3.1952
H20 -0.9892 -2.5383 3.0730
H21 2.6563 -0.8245 -1.4068
H22 -7.4212 -2.4961 0.0228
H23 2.3078 -4.6404 0.4699
H24 1.1855 0.9893 1.3729
H25 -6.6416 2.3594 -1.3036
H26 7.0902 3.4885 -0.3422
H27 0.9093 -3.6593 2.2225
H28 0.4907 -2.2113 4.0212
H29 6.2081 1.2636 -1.5991
H30 -4.8925 -0.5932 -2.9979
H31 -5.8809 -3.2506 0.4933
H32 -0.8479 -1.0372 4.0213
H33 -6.2507 -1.5708 0.9966

Results of the Löwdin charge analysis, in e, for atoms 1 through 5: 1.09 0.07 0.09 -0.08 0.04


(3)
# C28H33N9SeTi

C28H33N9SeTi as an isolated structure at a distorted geometry (ωB97M-V/def2-TZVPD, OMol25).

The HOMO energy comes out at -16.4 eV. As for the net charge: +4. Its relative energy (zero: lowest compared OMol25 entry of this formula, charge and spin) is 0.000 eV. As for the gap between HOMO and LUMO: 4.114 eV.

CARTESIAN COORDINATES (ANGSTROEM)
Se1 10.7109 11.7549 12.9712
Ti1 18.1518 10.9668 11.5756
N1 11.9282 12.9052 12.4329
N2 16.5755 12.4433 11.2431
N3 20.8923 10.3307 6.3001
N4 15.3630 -0.1737 9.1959
N5 16.4009 9.8381 11.7247
N6 13.5800 3.4838 10.9893
N7 19.3358 10.7925 10.0125
N8 13.1717 0.9090 12.6521
N9 11.7411 10.2888 12.8226
C1 18.1881 12.1099 13.5543
C2 15.2227 7.8799 12.5231
C3 19.1682 10.0540 13.4486
C4 12.9134 10.7903 12.3753
C5 15.5885 14.6014 10.8900
C6 20.0928 11.0804 12.8991
C7 14.0484 8.5999 12.6450
C8 15.2858 10.5736 11.9223
C9 12.9054 2.6326 10.0447
C10 14.1062 9.9720 12.3266
C11 16.3725 8.5248 11.9783
C12 19.0112 10.6983 7.6701
C13 20.3975 10.4241 7.4834
C14 16.6527 13.7176 10.8663
C15 13.8554 1.7983 9.2101
C16 13.3012 -0.2212 10.5699
C17 15.3345 11.9770 11.6193
C18 21.2513 10.3532 8.6209
C19 12.9790 12.1638 12.0793
C20 14.3502 14.1187 11.1866
C21 19.4356 12.2775 12.8751
C22 20.7011 10.5256 9.8108
C23 18.0849 10.7512 13.9252
C24 14.3898 0.6547 10.0331
C25 11.8349 1.8448 10.8214
C26 14.2172 12.7789 11.6024
C27 18.5099 10.8784 8.9080
C28 12.3288 0.5496 11.5146
H1 18.2991 10.7694 6.8224
H2 13.4455 14.7635 11.2555
H3 11.0686 1.5672 10.0860
H4 14.6455 2.3848 8.7867
H5 12.3697 3.3418 9.3270
H6 17.1588 10.2738 14.2995
H7 21.8833 10.2950 6.0665
H8 20.2464 10.3510 5.5011
H9 17.6445 13.9680 10.4921
H10 17.5400 12.8880 13.7406
H11 11.4745 -0.1146 11.7716
H12 17.2689 7.9988 11.7191
H13 19.4041 9.0280 13.6282
H14 22.2933 10.1896 8.6153
H15 15.7791 15.6141 10.5607
H16 12.8620 -0.7066 9.6811
H17 11.3095 2.4141 11.5630
H18 16.0121 -0.7861 9.7458
H19 14.9002 -0.7989 8.4615
H20 15.3242 6.8038 12.7047
H21 12.5931 1.3359 13.3970
H22 13.5607 0.1232 13.1156
H23 13.7851 -1.0100 11.1234
H24 19.8071 13.1977 12.4465
H25 14.3228 4.1066 10.6571
H26 13.0784 8.1910 13.0112
H27 21.3280 10.6842 10.6390
H28 21.0241 10.8458 12.4892
H29 13.3800 1.2701 8.3387
H30 13.6692 3.0717 11.9230
H31 15.0360 0.9057 10.9281
H32 17.4457 11.1976 9.0259
H33 15.9524 0.4307 8.6276

Results of the Löwdin charge analysis, in e, for atoms 1 through 5: 1.31 1.21 -0.19 0.00 0.24